[1]
{
  "formula": "C19H48O7S",
  "method": "the ωB97M-V functional and the def2-TZVPD basis",
  "species": ["O", "S", "O", "C", "C", "C", "C", "H", "H", "H", "H", "H", "H", "H", "H", "C", "C", "C", "O", "H", "H", "H", "H", "H", "H", "H", "H", "C", "C", "C", "O", "H", "H", "H", "H", "H", "H", "H", "H", "C", "C", "C", "O", "H", "H", "H", "H", "H", "H", "H", "H", "C", "C", "C", "O", "H", "H", "H", "H", "H", "H", "H", "H", "C", "C", "C", "O", "H", "H", "H", "H", "H", "H", "H", "H"],
  "coordinates": [[-7.98113, 12.41757, 21.15812], [-6.57481, 12.68506, 21.39082], [-6.26616, 13.78768, 22.28214], [-5.79263, 11.09279, 21.89048], [-4.41360, 11.03344, 21.19834], [-4.50188, 11.68488, 19.80628], [-5.45493, 12.87558, 19.88952], [-6.42892, 10.29933, 21.49849], [-5.93632, 10.83345, 22.93939], [-3.67354, 11.50107, 21.84775], [-4.04436, 10.01040, 21.12657], [-4.93813, 10.89918, 19.18949], [-3.58126, 11.94372, 19.28323], [-6.15142, 12.79089, 19.05534], [-4.89605, 13.80485, 19.99997], [0.99558, 8.54625, 15.58693], [0.15085, 7.99375, 14.40835], [0.78003, 8.25113, 13.03099], [-0.08305, 6.65401, 14.49975], [2.06015, 8.35797, 15.44782], [0.61500, 8.24677, 16.56343], [0.94961, 9.63505, 15.56446], [-0.82311, 8.45707, 14.56603], [0.50101, 9.27928, 12.80045], [0.34292, 7.66203, 12.22477], [1.81873, 7.92158, 13.00632], [0.26584, 6.36265, 15.34533], [-9.88682, -1.86331, 19.84250], [-10.30715, -0.39869, 20.13077], [-9.12356, 0.52669, 19.92950], [-11.38619, -0.10508, 19.29712], [-9.24892, -2.27286, 20.62573], [-9.19125, -1.67820, 19.02395], [-10.57204, -2.67244, 19.58974], [-10.83252, -0.25826, 21.07541], [-9.19430, 1.44418, 20.51373], [-8.80413, 0.68149, 18.89892], [-8.19880, 0.08270, 20.29801], [-11.14947, -0.54820, 18.47907], [-7.87692, 14.93588, 13.19339], [-6.84451, 14.43052, 12.21371], [-6.70840, 12.89069, 12.22908], [-7.24503, 14.72962, 10.86088], [-8.72291, 14.25084, 13.24947], [-8.30074, 15.91954, 12.99117], [-7.30856, 15.07374, 14.11321], [-5.82798, 14.78865, 12.37649], [-6.29414, 12.64922, 13.20793], [-6.02652, 12.38222, 11.54746], [-7.67288, 12.40110, 12.09424], [-7.83195, 14.02385, 10.57979], [-11.58682, 8.84382, 6.21920], [-11.32488, 7.36664, 6.24332], [-11.27228, 6.67752, 7.54646], [-12.04105, 6.62613, 5.28839], [-12.64498, 9.09911, 6.27595], [-11.31802, 9.10571, 5.19584], [-10.97518, 9.34018, 6.97260], [-10.31208, 7.39739, 5.84157], [-10.57088, 7.32040, 8.07828], [-10.83929, 5.68244, 7.44426], [-12.25136, 6.64993, 8.02474], [-11.69416, 5.74148, 5.42500], [-7.63549, 6.19808, 14.00470], [-6.95552, 6.82723, 15.25139], [-7.94919, 7.21594, 16.36851], [-5.94827, 5.91208, 15.73144], [-8.46988, 5.50781, 14.12895], [-6.84561, 5.68299, 13.45803], [-7.92571, 6.87903, 13.20459], [-6.51862, 7.76731, 14.91454], [-8.73117, 7.91004, 16.06056], [-7.44361, 7.76634, 17.16194], [-8.29596, 6.30487, 16.85615], [-5.16291, 5.91639, 15.17937]],
  "forces_ev_per_angstrom": [[0.9, 0.1, -0.7], [0.7, -0.4, 0.7], [0.2, -0.7, -0.4], [-0.4, -0.4, -0.9], [0.7, 0.2, 1.2], [-1.0, -0.8, 0.4], [-0.9, -0.6, 0.1], [-0.3, 0.3, -0.8], [0.8, 0.9, 0.3], [0.0, 0.4, -0.1], [-0.3, -0.1, -0.1], [-0.3, 0.1, -0.3], [0.2, 0.1, 0.6], [0.1, 0.8, -0.1], [-0.6, 0.1, -0.1], [0.1, 0.6, -1.1], [0.5, 1.5, 0.2], [-1.1, 0.2, 0.3], [0.1, -2.6, 0.8], [0.0, -0.5, 0.3], [0.1, -0.3, -0.1], [-0.2, 0.1, 0.0], [-0.2, 0.6, -0.7], [1.1, 0.3, -0.3], [-0.6, -0.2, 0.3], [0.2, 0.8, 0.2], [-0.1, -0.4, 0.0], [1.5, 0.6, 0.4], [-0.8, -1.2, 0.6], [1.1, -0.1, 0.8], [-0.5, 0.4, -1.5], [0.0, 0.1, 0.2], [0.0, -0.7, -0.5], [-0.6, 0.7, 0.0], [1.0, -0.1, 0.7], [-0.3, 0.2, -0.5], [-0.8, 0.3, -0.3], [0.0, -0.4, 0.5], [-0.5, 0.2, -0.6], [0.7, 0.3, 0.4], [-0.4, -1.7, -2.3], [0.2, 0.0, 1.4], [0.4, 0.8, 0.0], [0.2, -0.1, 0.4], [0.3, 0.0, -0.5], [-0.6, -0.4, 0.6], [-0.2, 0.7, -0.1], [-0.3, -0.4, 0.3], [0.2, 0.8, -0.5], [-0.2, 0.1, 0.2], [0.0, 0.0, -0.1], [-1.2, -0.2, -0.8], [1.6, 0.1, -1.1], [0.1, 0.6, 0.7], [-0.9, 0.0, -0.3], [-0.1, 0.1, 0.6], [0.2, 0.6, 0.2], [-0.1, 0.1, -0.2], [0.7, -0.5, 0.3], [-0.1, -0.4, 0.8], [-0.1, -0.1, 0.1], [0.1, -0.1, 0.2], [-0.3, -0.3, -0.4], [0.7, 0.0, -0.7], [-0.9, 0.0, -0.8], [1.2, -0.5, 0.4], [-0.8, 0.5, 0.8], [0.2, 0.0, 0.5], [0.1, -0.5, 0.2], [-0.4, 0.7, 0.5], [0.5, 0.0, 0.0], [-0.2, -0.5, -0.4], [0.4, 0.0, 0.0], [-0.5, 0.1, -0.2], [-0.2, 0.2, -0.2]],
  "spin_multiplicity": 1,
  "gap_ev": 10.03,
  "homo_energy_ha": -0.3674,
  "e_tot_ev": -45645.286
}


[2]
{
  "formula": "C2H4FNS",
  "method": "the ωB97M-V functional and the def2-TZVPD basis",
  "species": ["F", "C", "C", "N", "S", "H", "H", "H", "H"],
  "coordinates": [[-2.58105, -0.34707, 0.07534], [-1.22910, -0.30481, -0.09179], [-0.50818, 0.94774, -0.00331], [0.77704, 0.93522, -0.15504], [1.73785, -0.47327, -0.01370], [-0.71276, -0.93812, -0.87128], [-0.73431, -0.95586, 0.79256], [-0.86162, 1.86022, 0.34039], [2.71694, 0.32555, 0.93545]],
  "forces_ev_per_angstrom": [[0.2, 0.2, -0.7], [2.2, -3.4, 2.3], [2.9, -1.3, -1.0], [-0.8, 0.6, 1.3], [1.7, 2.1, 1.8], [-1.8, 0.7, -0.3], [-1.1, 1.3, -1.1], [-1.3, 1.7, 0.0], [-1.9, -2.0, -2.3]],
  "de_lowest_kcal_mol": 67.24,
  "spin_multiplicity": 1,
  "gap_ev": 9.48,
  "homo_energy_ha": -0.3387,
  "e_tot_ev": -17178.830
}


[3]
{
  "formula": "C4H5FO",
  "method": "the ωB97M-V functional and the def2-TZVPD basis",
  "species": ["C", "C", "C", "C", "H", "H", "H", "H", "H", "O", "F"],
  "coordinates": [[-1.84641, -0.23701, 0.26511], [-0.40717, -0.00254, -0.16649], [0.91280, -0.09320, 0.01685], [2.31169, -0.30287, -0.36037], [-2.75472, 1.96585, 0.49149], [-1.79698, -0.07218, 1.36401], [-2.08158, -1.39043, -0.19851], [2.90863, -1.01754, 0.55860], [2.37258, -0.61526, -1.50309], [-2.69026, 0.76396, -0.50173], [3.07140, 1.00122, 0.03413]],
  "forces_ev_per_angstrom": [[0.8, -0.2, -3.0], [7.6, -1.3, 2.1], [-7.9, 0.4, -2.0], [2.1, 0.2, 2.9], [0.3, -4.3, -3.7], [-0.9, -0.7, -0.8], [0.2, 3.3, 1.8], [-2.0, 1.6, -3.4], [0.6, 0.9, 2.6], [0.6, 2.4, 5.2], [-1.4, -2.4, -1.6]],
  "de_lowest_kcal_mol": 171.00,
  "spin_multiplicity": 1,
  "gap_ev": 8.80,
  "homo_energy_ha": -0.3630,
  "e_tot_ev": -8985.615
}


[4]
{
  "formula": "C19H49NO11",
  "method": "the ωB97M-V functional and the def2-TZVPD basis",
  "species": ["C", "C", "C", "C", "C", "C", "C", "C", "C", "N", "O", "H", "H", "H", "H", "H", "H", "H", "H", "H", "H", "H", "H", "H", "H", "H", "H", "H", "H", "H", "O", "C", "C", "O", "H", "H", "H", "H", "H", "H", "O", "C", "C", "O", "H", "H", "H", "H", "H", "H", "O", "C", "C", "O", "H", "H", "H", "H", "H", "H", "O", "C", "C", "O", "H", "H", "H", "H", "H", "H", "O", "C", "C", "O", "H", "H", "H", "H", "H", "H"],
  "coordinates": [[0.83509, -5.42414, -0.09611], [1.44930, -5.17661, -1.44338], [1.53285, -6.55736, -2.26159], [0.53959, -4.23328, -2.32953], [0.62743, -2.78953, -1.80537], [2.04993, -2.21595, -1.90932], [3.03044, -3.14852, -1.08461], [4.47875, -2.83648, -1.59128], [2.97320, -2.72537, 0.40233], [2.84683, -4.65284, -1.31551], [3.74161, -5.40412, -0.62627], [0.69222, -4.48848, 0.44448], [-0.12308, -5.91946, -0.25316], [1.54493, -6.04380, 0.45185], [2.18322, -7.25754, -1.73732], [0.58850, -7.09699, -2.33293], [2.00019, -6.49718, -3.24448], [0.86543, -4.21330, -3.36949], [-0.51297, -4.50882, -2.26387], [-0.06238, -2.12133, -2.32089], [0.23729, -2.91061, -0.79481], [1.99904, -1.22319, -1.46219], [2.38511, -2.11727, -2.94180], [4.52924, -1.83124, -2.00967], [4.70931, -3.46205, -2.45360], [5.14389, -3.05802, -0.75665], [3.64722, -3.39090, 0.94164], [2.04013, -3.01448, 0.88595], [3.14205, -1.67353, 0.63301], [4.48960, -5.48509, -1.22255], [-3.28006, 2.96389, -2.42835], [-2.91387, 3.12307, -3.83587], [-4.16591, 2.80580, -4.57637], [-4.92753, 3.94785, -4.84801], [-2.49755, 3.08713, -1.88605], [-2.49859, 4.13047, -3.86408], [-2.06774, 2.47375, -4.06068], [-4.83579, 2.10407, -4.07945], [-3.91373, 2.24291, -5.47507], [-4.75011, 4.60114, -4.16732], [-5.31902, 3.36562, 4.60050], [-4.77491, 3.72117, 3.33460], [-3.61189, 2.74911, 3.04427], [-2.81913, 3.23681, 1.92930], [-4.66911, 3.00783, 5.20977], [-5.46893, 3.70844, 2.49420], [-4.32167, 4.69946, 3.49469], [-3.97385, 1.72780, 2.92583], [-2.91635, 2.73904, 3.88344], [-2.24070, 2.51650, 1.66823], [0.50728, 1.03968, 4.01868], [1.27969, 0.13448, 3.22164], [0.78492, -1.31935, 3.18472], [-0.29069, -1.52592, 2.20349], [0.71212, 1.92906, 3.72095], [1.25244, 0.59356, 2.23341], [2.30940, 0.05758, 3.57077], [0.42220, -1.63046, 4.16439], [1.64043, -1.90969, 2.85656], [-0.44307, -2.47262, 2.15727], [1.15437, 4.93766, -0.12751], [0.57805, 5.29719, 1.16309], [1.18950, 4.72901, 2.48791], [1.20000, 3.32317, 2.39955], [1.91991, 5.48179, -0.32617], [0.64468, 6.37394, 1.31888], [-0.47749, 5.02530, 1.16713], [0.55588, 5.07405, 3.30496], [2.25103, 4.96931, 2.54723], [1.92699, 3.22386, 1.78050], [-1.43107, 1.07296, 1.18572], [-1.23549, 0.74190, -0.16708], [-0.28867, 1.88021, -0.65662], [-0.82243, 3.11063, -1.14566], [-0.89346, 0.43479, 1.66039], [-0.71195, -0.19787, -0.34264], [-2.14745, 0.81271, -0.75987], [0.38173, 1.53866, -1.44529], [0.58277, 2.03009, -0.01926], [-0.18877, 3.77015, -0.85393]],
  "forces_ev_per_angstrom": [[0.0, -0.2, 0.0], [0.4, -1.2, -2.0], [0.6, 0.3, 1.2], [1.3, 1.1, 0.7], [-0.1, -0.5, -0.5], [-0.7, -1.9, 1.2], [0.8, 0.7, -0.5], [-1.0, -0.5, 0.1], [-0.5, -1.5, 0.4], [-2.5, 3.6, -2.6], [0.5, -0.8, 1.4], [-0.1, -0.1, 0.1], [0.0, -0.1, 0.4], [-0.3, -0.1, 0.3], [0.1, 0.0, 0.4], [-0.3, 0.4, -0.1], [-0.3, 0.6, -0.1], [0.0, -0.5, -0.1], [0.2, -0.6, -0.1], [-0.2, -0.1, -0.1], [0.4, 0.8, 0.4], [0.6, 0.0, 0.1], [-0.2, -0.2, -0.1], [0.3, 0.3, 0.7], [0.0, -0.3, 0.1], [0.5, 0.4, -0.4], [0.6, 0.4, 0.1], [-0.5, 0.3, -0.3], [0.3, -0.1, -0.3], [0.1, -0.2, -0.1], [-0.3, -0.3, -0.7], [0.4, -0.6, 3.0], [-0.2, -0.4, -0.8], [-0.4, 0.7, -0.8], [0.4, 0.2, 0.2], [-0.5, 0.3, -1.0], [-0.1, -0.4, -0.2], [0.5, -0.2, 0.8], [0.0, 0.6, -0.7], [-0.1, -0.1, 0.1], [-1.6, -0.2, -0.2], [2.4, -0.7, 0.9], [0.8, 1.0, -0.8], [-1.4, 0.2, 0.7], [0.3, 0.1, -0.4], [-0.4, 0.0, 0.5], [-0.1, 0.3, -0.7], [-0.1, -0.1, -0.4], [-0.2, 0.0, 0.6], [0.3, -0.4, -0.2], [0.0, -1.3, 0.4], [-0.8, 0.3, 0.0], [-0.7, 0.6, -0.8], [0.9, 0.7, 0.7], [0.1, 0.2, -0.3], [0.4, -0.5, -0.5], [0.2, 0.3, 0.1], [0.2, 0.0, 0.1], [0.0, -0.2, 0.2], [-0.1, 0.0, 0.0], [-0.4, -0.4, 1.5], [0.3, 0.8, 0.9], [-0.1, -0.1, -2.3], [0.0, -0.6, 0.2], [0.0, 0.1, 0.1], [-0.2, 0.3, -0.4], [0.1, -0.2, -0.4], [0.3, 0.0, 0.1], [-0.1, 1.0, 0.6], [-0.1, -0.9, -0.2], [-0.6, -1.3, 0.4], [1.3, 3.0, -1.0], [1.8, -1.1, -1.9], [-0.4, -0.7, 0.9], [-0.2, -0.1, 0.7], [-0.2, -0.2, 0.3], [-0.2, -0.3, 0.3], [-0.6, -0.8, -1.1], [-0.7, 0.4, 1.4], [0.0, 0.6, -0.1]],
  "de_lowest_kcal_mol": 47.31,
  "spin_multiplicity": 1,
  "gap_ev": 8.34,
  "homo_energy_ha": -0.3069,
  "e_tot_ev": -44504.417
}